Entry from the OMol25 dataset: a single C3H5N3O molecule at a distorted geometry (ωB97M-V with the def2-TZVPD basis set).

Structure (ORCA input):
```
! RIJCOSX wB97M-V def2-TZVPD def2/J DEFGRID3
* xyz 0 1
C 0.71 -0.43 -0.02
C -0.63 -1.15 0.03
C -0.83 1.19 -0.15
H 2.48 1.16 -0.07
H -0.84 -1.94 -0.78
H -0.86 -1.58 1.15
H -2.59 -0.07 0.01
H -1.35 2.09 -0.05
N 1.93 -0.75 -0.19
N -1.51 0.02 -0.04
N 0.54 1.14 0.06
O 2.95 0.31 0.05
*
```

The calculation puts the LUMO energy at 0.5 eV. The value obtained for the highest occupied orbital energy is -0.3235 Ha. The orbital gap comes out at 0.3402 Ha. As for the SMILES: O/N=C1/CNC=N1. The molar mass is 99.093 u. As for the total energy: -356.696584 hartree.

---

Entry from the OMol25 dataset: a single C3H5N3O molecule at a distorted geometry (ωB97M-V with the def2-TZVPD basis set).

Structure (ORCA input):
```
! RIJCOSX wB97M-V def2-TZVPD def2/J DEFGRID3
* xyz 0 1
C 0.68 0.96 -0.22
C 2.67 -0.66 -0.25
C -1.30 -0.36 -0.62
N -0.36 0.32 -0.16
N 2.04 0.61 -0.06
N -2.39 -0.86 -0.02
O 3.88 -0.75 -0.01
H 0.75 2.04 -0.60
H 2.11 -1.55 -0.55
H 2.56 1.41 0.26
H -2.81 -0.63 0.94
H -3.21 -1.05 -0.57
*
```

The calculation puts the LUMO energy at 0.5 eV. The value obtained for the highest occupied orbital energy is -0.2804 Ha. The orbital gap comes out at 0.2989 Ha. The molar mass is 99.093 u. As for the total energy: -356.728677 hartree.